Entry 1:
This record from the OMol25 dataset describes a cluster of 2 separate species, C4H8O3 in total. The level of theory is ωB97M-V/def2-TZVPD.

The geometry in XYZ format:
```
15
C4H8O3, DFT ωB97M-V/def2-TZVPD
O 0.94 -1.31 0.52
O -2.27 1.64 0.04
O 0.47 0.89 0.63
C 1.67 -1.16 1.74
C -0.31 -0.39 -1.24
C 0.40 -0.18 0.05
C -0.65 0.66 -1.98
H -1.28 0.57 -2.86
H -0.56 -1.41 -1.50
H -2.28 0.70 -0.19
H 1.02 -0.81 2.55
H 2.06 -2.15 1.97
H 2.48 -0.45 1.60
H -0.34 1.67 -1.71
H -1.36 1.74 0.37
```

energy relative to the best compared isomer or geometry (same formula, charge and spin)	1.449	eV
Kohn-Sham gap	10.7	eV
total energy	-10419.5547	eV
SMILES	C=CC(=O)OC.O
largest force on an atom	0.514	eV/Å

Atomic partial charges in e from the Mulliken method, atoms 1 to 2: O -0.329; O -0.649

Entry 2:
This record from the OMol25 dataset describes a cluster of 3 separate species, C16H39B2BrO7 in total at a distorted geometry. The level of theory is ωB97M-V/def2-TZVPD.

The geometry in XYZ format:
```
65
C16H39B2BrO7, DFT ωB97M-V/def2-TZVPD
Br 1.63 -2.86 3.78
O -0.24 2.84 2.59
O 0.15 6.26 -3.84
O 0.13 3.24 -3.15
O -1.00 -5.14 -2.50
O 1.72 4.82 -1.03
O -1.13 -4.30 0.92
O -2.14 -6.97 -0.28
C 2.04 3.59 -1.65
C 2.68 -0.30 4.64
C -1.63 -3.43 1.90
C 1.51 3.55 -3.07
C -2.18 -5.92 -2.51
C -2.05 1.84 4.08
C -0.97 -5.62 1.41
C -2.77 -6.01 -1.12
C 2.70 -1.25 3.44
C -0.92 5.33 -3.90
C -0.20 -5.38 -3.64
C -0.78 4.28 -2.82
C -0.88 -6.61 0.26
C 2.17 1.12 4.26
C 0.30 6.98 -5.04
C 1.81 4.74 0.38
B 0.66 1.30 4.65
B -0.53 2.05 3.68
H -2.24 0.77 4.19
H 3.14 3.48 -1.68
H 2.83 4.47 0.69
H 0.68 -4.74 -3.56
H 2.30 -0.80 2.54
H -0.74 -5.12 -4.56
H -0.76 2.55 1.82
H 1.75 4.47 -3.60
H -0.96 -3.39 2.77
H -0.95 4.84 -4.88
H -0.20 -6.25 -0.51
H -0.53 4.74 -1.86
H -2.81 -5.03 -0.65
H 1.11 4.00 0.77
H 2.38 1.33 3.22
H -2.91 -5.45 -3.18
H 0.13 -6.42 -3.68
H -1.82 -5.89 2.05
H -3.80 -6.37 -1.23
H -1.96 -6.94 -2.87
H -0.47 -7.54 0.66
H 1.12 7.67 -4.91
H -0.61 7.55 -5.28
H 1.62 2.75 -1.08
H -2.76 2.30 3.41
H -0.04 -5.67 1.99
H -1.71 -2.44 1.46
H -2.14 2.24 5.09
H -1.86 5.88 -3.75
H -2.63 -3.75 2.23
H 0.35 0.86 5.72
H 1.99 -0.71 5.37
H -1.75 3.79 -2.72
H 3.70 -1.61 3.29
H 2.01 2.73 -3.58
H 1.56 5.71 0.78
H 3.66 -0.27 5.10
H 0.53 6.31 -5.88
H 2.72 1.82 4.89
```

Kohn-Sham gap	8.7	eV
total energy	-102948.5436	eV
SMILES	CB(O)BCCCBr.COCCOCCOC.COCCOCCOC
largest force on an atom	1.237	eV/Å

Atomic partial charges in e from the Mulliken method, atoms 1 to 2: Br -0.193; O -0.386

Entry 3:
This record from the OMol25 dataset describes a structure of composition C28H29BN7PPt at a distorted geometry. The level of theory is ωB97M-V/def2-TZVPD.

The geometry in XYZ format:
```
67
C28H29BN7PPt, DFT ωB97M-V/def2-TZVPD
Pt 0.43 0.71 -0.80
P -1.34 0.17 1.71
N -1.16 0.89 0.23
N 2.15 -1.50 -3.23
N 2.31 1.71 -3.16
N -0.61 0.84 -2.62
N 0.02 1.00 -3.86
N 2.25 -0.67 -4.40
N 2.09 1.54 -1.82
C -3.25 -3.95 1.08
C 3.71 -2.84 1.27
C 0.83 -1.19 2.99
C -2.03 -1.48 1.37
C -2.52 1.41 2.29
C 3.15 -2.73 -4.86
C 2.60 -2.70 -3.50
C -0.90 1.51 -4.71
C 2.73 2.53 -1.12
C 3.07 2.80 -3.31
C -2.95 -3.20 -0.04
C -1.96 1.06 -2.78
C -4.35 3.34 3.18
C -3.18 1.24 3.52
C -4.09 2.21 3.94
C -2.33 -1.95 0.08
C 3.40 3.31 -2.07
C -2.15 1.53 -4.10
C 1.80 -1.25 3.99
C -2.24 -2.27 2.50
C 2.86 -1.44 -5.40
C 0.19 0.04 2.75
C 1.69 1.11 4.29
C 0.71 1.22 3.31
C 2.22 -0.12 4.67
C -2.79 2.54 1.51
C -2.88 -3.49 2.34
C -3.69 3.50 1.97
B 1.56 0.84 -4.22
H -2.30 2.65 0.53
H -3.77 -4.90 0.97
H -2.70 0.89 -1.99
H 3.08 -3.62 1.57
H 0.59 -2.07 2.38
H 2.06 2.01 4.75
H -5.06 4.09 3.52
H -1.89 -1.92 3.48
H 4.20 -2.47 2.18
H -0.59 1.87 -5.68
H 4.43 -3.25 0.56
H -2.97 0.36 4.11
H 0.34 2.19 2.96
H -3.08 1.86 -4.53
H 2.94 -0.19 5.47
H -3.09 -4.07 3.21
H 3.64 -3.61 -5.30
H 3.05 -1.12 -6.40
H -2.06 -1.36 -0.80
H 3.09 -2.06 0.82
H 3.27 3.19 -4.29
H -3.20 -3.56 -1.03
H 2.53 -3.58 -2.77
H 4.01 4.15 -1.85
H 1.67 1.42 -5.27
H -3.84 4.38 1.35
H -4.60 2.07 4.87
H 2.24 -2.20 4.23
H 2.65 2.61 -0.04
```

energy relative to the best compared isomer or geometry (same formula, charge and spin)	1.076	eV
Kohn-Sham gap (alpha / beta)	7.2 / 7.4	eV
total energy	-53146.4768	eV
largest force on an atom	4.484	eV/Å
expectation value of S²	2.010
multiplicity	3

Atomic partial charges in e from the Mulliken method, atoms 1 to 2: Pt 0.541; P 0.822

Entry 4:
This record from the OMol25 dataset describes a structure of composition C6H38BeO22 at a distorted geometry. The level of theory is ωB97M-V/def2-TZVPD.

The geometry in XYZ format:
```
67
C6H38BeO22, DFT ωB97M-V/def2-TZVPD
O 10.35 9.24 10.73
O 13.33 10.55 8.51
O 6.64 7.48 11.67
O 4.97 16.03 7.88
O 7.51 12.48 11.24
O 12.34 11.87 11.30
O 13.02 7.72 10.13
O 10.62 15.67 7.99
O 9.78 7.11 7.25
O 8.82 10.47 12.66
O 10.04 15.65 11.30
O 6.03 8.78 9.46
O 9.97 12.15 9.05
O 7.38 15.19 10.68
O 4.27 8.45 11.95
O 7.52 17.29 8.75
O 10.98 9.72 7.38
O 5.04 11.48 5.43
O 6.12 10.33 11.79
O 4.79 6.62 14.01
O 10.22 5.52 9.34
O 12.59 4.96 11.29
C 7.88 7.98 8.35
C 8.47 6.45 10.65
C 7.09 7.97 9.38
C 9.00 7.15 8.17
C 9.36 6.28 9.43
C 7.39 7.15 10.61
Be 5.76 8.72 11.14
H 9.54 9.96 12.15
H 4.56 11.14 4.63
H 9.74 14.73 11.58
H 7.01 10.63 12.23
H 7.54 8.41 7.48
H 3.36 8.72 11.50
H 11.78 5.41 10.97
H 7.30 13.47 11.16
H 11.77 12.41 10.67
H 8.14 12.33 10.49
H 7.70 18.24 8.55
H 11.80 10.24 7.39
H 12.17 7.43 9.80
H 5.53 15.31 7.52
H 5.61 6.88 13.51
H 12.27 12.48 12.04
H 9.98 12.78 8.30
H 11.27 9.47 10.57
H 9.85 15.15 7.77
H 4.72 11.17 6.31
H 13.79 9.70 8.54
H 13.57 11.07 9.28
H 9.83 9.36 9.95
H 13.25 6.93 10.69
H 7.69 15.81 10.02
H 6.14 10.92 11.02
H 6.68 17.07 8.34
H 4.13 7.76 12.68
H 8.86 6.28 11.63
H 11.20 8.82 7.21
H 10.25 16.29 8.66
H 6.63 15.55 11.14
H 9.99 16.15 12.11
H 4.42 16.37 7.17
H 9.06 11.30 12.26
H 4.96 6.76 14.93
H 10.39 11.32 8.74
H 12.32 4.54 12.13
```

Kohn-Sham gap	7.7	eV
total energy	-52288.9513	eV
largest force on an atom	5.780	eV/Å

Atomic partial charges in e from the Mulliken method, atoms 1 to 2: O -0.294; O -0.620

Entry 5:
This record from the OMol25 dataset describes a structure of composition C28H36CsF6N2O4P2SSb at a distorted geometry. The level of theory is ωB97M-V/def2-TZVPD.

The geometry in XYZ format:
```
81
C28H36CsF6N2O4P2SSb, DFT ωB97M-V/def2-TZVPD
Cs -0.57 -1.05 0.37
Sb -3.51 -1.60 2.95
S 2.31 0.69 1.28
P 1.36 -3.64 -1.45
P 0.08 -4.24 1.52
F -1.72 -1.50 3.59
F -3.30 0.24 2.47
F -3.56 -3.46 3.36
F -5.23 -1.64 2.17
F -4.23 -1.16 4.64
F -2.75 -2.04 1.26
O 0.98 0.19 -1.31
O -4.59 4.06 0.64
O 1.72 -0.62 1.71
O -4.27 1.51 -0.55
N -0.10 1.11 -3.13
N -1.16 0.29 -2.71
C 3.42 1.22 -2.20
C -3.49 2.43 -0.85
C 0.09 4.05 0.92
C 1.47 -5.28 0.87
C -1.68 3.35 -2.23
C 0.11 -4.73 3.28
C 2.78 -2.73 -0.75
C -2.01 4.65 -1.79
C 2.19 2.61 -3.72
C -5.15 3.06 1.50
C 2.03 -3.99 -3.12
C -3.69 3.77 -0.32
C -0.98 3.79 1.77
C 0.96 1.88 1.40
C 4.57 2.88 -3.50
C 4.59 1.86 -2.57
C -2.38 2.26 -1.79
C 1.63 -5.29 -0.65
C -2.99 4.86 -0.85
C -0.11 1.60 2.22
C -1.37 -5.21 0.96
C 1.07 3.09 0.73
C -2.18 0.87 -2.21
C 3.19 1.27 2.75
C 0.94 0.89 -2.35
C 2.20 1.58 -2.77
C -1.09 2.57 2.41
C 3.36 3.26 -4.08
H 5.48 3.39 -3.78
H 3.04 -4.40 -3.11
H -0.78 -4.34 3.76
H 3.72 -3.28 -0.88
H -5.98 2.56 1.00
H -0.88 3.23 -2.94
H 2.04 -3.05 -3.69
H 1.89 3.26 0.04
H 2.85 -1.76 -1.24
H -2.26 -4.81 1.44
H -1.75 4.54 1.91
H 0.90 -5.99 -1.08
H 2.54 1.19 3.62
H 3.43 0.44 -1.46
H -0.18 0.63 2.70
H 4.07 0.65 2.87
H 1.24 2.87 -4.18
H -3.01 0.21 -2.00
H 5.53 1.56 -2.12
H -1.49 -5.08 -0.12
H -1.46 5.49 -2.19
H 2.63 -5.68 -0.90
H -4.41 2.31 1.78
H 1.36 -6.31 1.23
H 0.15 -5.81 3.42
H -3.21 5.85 -0.48
H 3.49 2.31 2.60
H -1.93 2.33 3.04
H 0.98 -4.28 3.77
H 2.38 -4.88 1.33
H 0.15 4.99 0.40
H -5.50 3.61 2.37
H 1.38 -4.68 -3.65
H 3.33 4.05 -4.81
H 2.62 -2.53 0.31
H -1.28 -6.27 1.18
```

energy relative to the best compared isomer or geometry (same formula, charge and spin)	0.469	eV
charge	-1
Kohn-Sham gap (alpha / beta)	6.9 / 5.7	eV
total energy	-93599.1433	eV
largest force on an atom	1.461	eV/Å
expectation value of S²	0.792
multiplicity	2

Atomic partial charges in e from the Mulliken method, atoms 1 to 2: Cs 1.174; Sb 2.570

Entry 6:
This record from the OMol25 dataset describes an isolated molecule of C21H21N3O. The level of theory is ωB97M-V/def2-TZVPD.

The geometry in XYZ format:
```
46
C21H21N3O, DFT ωB97M-V/def2-TZVPD
O 0.20 0.43 1.56
N -0.63 -0.55 -0.34
N 1.71 0.12 -1.60
N 0.08 2.91 -0.41
C 2.00 -2.59 -0.95
C 2.46 2.96 -0.51
C 2.14 -1.63 0.05
C 0.34 -0.04 0.45
C 2.96 -3.33 1.54
C -2.80 -1.14 -1.13
C 2.82 -4.28 0.54
C -2.62 0.01 0.97
C -4.18 -1.16 -1.00
C 2.34 -3.91 -0.71
C -2.01 -0.55 -0.15
C 2.50 3.89 0.52
C 0.12 3.80 0.56
C 1.30 4.32 1.07
C -4.80 -0.60 0.11
C -4.00 -0.02 1.08
C 1.10 1.40 -1.97
C 2.62 -2.01 1.29
C 1.23 2.48 -0.93
C 1.73 -0.19 -0.18
C -6.29 -0.64 0.25
H -2.34 -1.58 -2.01
H 2.72 -1.27 2.07
H 1.29 5.04 1.87
H 3.33 -3.62 2.51
H -6.63 0.01 1.05
H -6.62 -1.66 0.47
H 0.03 1.24 -2.14
H 3.09 -5.31 0.73
H 1.63 -2.29 -1.92
H 3.37 2.60 -0.96
H -2.01 0.47 1.73
H 2.23 -4.64 -1.49
H -4.78 -1.62 -1.77
H 1.54 1.72 -2.92
H -0.31 -0.93 -1.22
H 3.44 4.27 0.88
H 2.67 0.08 -1.94
H 2.40 0.46 0.40
H -6.77 -0.34 -0.68
H -4.46 0.43 1.95
H -0.84 4.11 0.94
```

energy relative to the best compared isomer or geometry (same formula, charge and spin)	0.152	eV
Kohn-Sham gap	8.8	eV
total energy	-28636.3741	eV
SMILES	Cc1ccc(NC(=O)[C@H](NCc2ccccn2)c2ccccc2)cc1
largest force on an atom	0.453	eV/Å

Atomic partial charges in e from the Mulliken method, atoms 1 to 2: O -0.706; N 0.185

Entry 7:
This record from the OMol25 dataset describes a structure of composition C2H3AgOP at a distorted geometry. The level of theory is ωB97M-V/def2-TZVPD.

The geometry in XYZ format:
```
8
C2H3AgOP, DFT ωB97M-V/def2-TZVPD
Ag 0.18 2.73 0.26
P 1.62 0.62 1.13
O -0.72 0.99 -1.04
C -0.70 -0.14 -0.55
C 0.35 -0.65 0.36
H 0.87 -1.40 -0.27
H -1.37 -0.91 -0.99
H -0.22 -1.25 1.10
```

charge	-1
Kohn-Sham gap (alpha / beta)	4.8 / 4.8	eV
total energy	-17455.6772	eV
largest force on an atom	2.003	eV/Å

Atomic partial charges in e from the Mulliken method, atoms 1 to 2: Ag -0.433; P -0.194

Entry 8:
This record from the OMol25 dataset describes a cluster of 12 separate species, C21H69N13O12 in total at a distorted geometry. The level of theory is ωB97M-V/def2-TZVPD.

The geometry in XYZ format:
```
115
C21H69N13O12, DFT ωB97M-V/def2-TZVPD
O 0.02 0.76 -0.01
O 4.56 4.18 10.84
O -3.38 -6.19 5.62
O 8.29 3.96 -0.18
O -5.90 -1.65 -2.04
O -9.59 -4.07 3.07
O -1.24 7.30 -1.09
O -2.94 -6.90 0.43
O -7.32 2.34 -9.08
O 2.83 -2.48 9.07
O 6.70 2.33 -7.76
O 7.43 -3.04 1.96
N -8.71 -5.83 4.01
N 4.13 2.95 8.96
N -2.88 5.85 -1.38
N -4.33 -0.13 -1.95
N -1.96 6.74 -3.14
N -7.51 -4.69 2.74
N -1.54 -0.39 2.28
N -5.99 3.45 -6.76
N -4.74 -7.74 6.51
N -3.64 -2.13 -1.85
N -4.22 -5.99 7.66
N 9.98 1.89 -2.60
N 2.55 4.25 9.87
C -1.93 6.65 -1.82
C 0.16 0.44 3.73
C 10.30 1.71 -0.25
C -0.44 0.59 2.29
C 7.00 3.49 0.03
C 3.81 3.83 9.94
C -8.67 -4.81 3.23
C 8.87 3.59 -1.41
C 0.76 0.97 -1.19
C 0.69 0.40 1.20
C -4.09 -6.56 6.53
C -4.75 -1.31 -1.89
C -4.57 1.93 -8.11
C -5.31 3.33 -8.07
C 6.67 -4.00 1.22
C -7.89 2.06 -10.32
C 9.33 2.11 -1.34
C 3.88 -3.14 8.31
C 5.29 2.31 -7.84
C -6.38 3.46 -9.16
C -3.78 -7.98 -0.11
H 4.77 3.26 -7.76
H 1.53 1.72 -1.06
H 1.16 -0.58 1.19
H 10.54 0.65 -0.11
H -0.55 0.80 4.47
H -3.83 1.95 -8.91
H -7.98 -6.53 4.08
H 6.86 3.72 1.08
H 9.83 1.99 0.69
H 1.44 1.14 1.46
H 9.69 4.31 -1.53
H -1.23 -1.19 2.81
H -5.03 0.57 -2.08
H 5.02 2.48 9.01
H 3.51 -4.12 8.03
H -9.59 -5.92 4.50
H -4.68 -7.46 -0.46
H -4.49 4.04 -8.10
H 6.46 -3.47 0.30
H 5.74 -4.16 1.77
H 2.31 4.86 10.64
H -5.26 1.13 -8.37
H 0.10 1.42 -1.94
H -3.91 -3.07 -1.60
H -4.63 -8.39 5.75
H -7.23 1.61 -11.07
H 4.86 1.74 -7.02
H -6.81 4.45 -9.29
H -3.60 -5.20 7.71
H 11.20 2.32 -0.34
H -8.66 1.32 -10.10
H 9.33 2.15 -3.34
H 1.37 0.14 -1.56
H 6.34 3.94 -0.71
H 5.00 1.90 -8.81
H -2.74 6.54 -3.74
H -6.69 2.73 -6.88
H -8.50 2.79 -10.84
H -3.27 5.22 -2.07
H -3.07 -6.73 1.37
H -3.34 -8.35 -1.03
H -3.99 1.71 -7.22
H -5.82 3.27 -10.08
H -1.51 -0.94 1.43
H 6.89 2.41 -0.04
H -1.32 7.47 -3.43
H 4.22 -2.47 7.52
H -6.77 -5.36 2.90
H -3.41 0.01 -1.54
H 8.42 1.51 -1.30
H 4.71 -3.41 8.98
H 2.07 4.22 8.98
H -3.90 -8.85 0.54
H 8.12 -3.48 2.46
H 7.28 -4.90 1.14
H 3.49 2.77 8.21
H -4.76 -6.45 8.38
H -5.27 -7.99 7.33
H -2.72 -1.77 -2.08
H -2.60 5.50 -0.47
H -7.39 -3.88 2.15
H -0.86 1.59 2.32
H -6.35 4.39 -6.70
H 0.38 -0.61 3.93
H 8.18 3.79 -2.23
H 7.02 1.82 -8.51
H 3.15 -1.89 9.75
H 10.20 0.92 -2.74
H 1.00 1.06 4.05
```

Kohn-Sham gap	9.2	eV
total energy	-66833.1457	eV
SMILES	COC[C@H](C)N.COC[C@H](C)N.COC[C@H](C)N.NC(N)=O.NC(N)=O.NC(N)=O.NC(N)=O.NC(N)=O.CO.CO.CO.CO
largest force on an atom	7.077	eV/Å

Atomic partial charges in e from the Mulliken method, atoms 1 to 2: O -0.209; O -0.635

Entry 9:
This record from the OMol25 dataset describes the ion C3H9N3O with charge +2 at a distorted geometry. The level of theory is ωB97M-V/def2-TZVPD.

The geometry in XYZ format:
```
16
C3H9N3O, DFT ωB97M-V/def2-TZVPD
O 1.27 0.70 -1.35
N 0.89 -0.25 -0.46
N -2.18 -0.14 -0.05
N 2.28 -0.96 0.05
C -3.02 -0.88 -0.32
C -1.33 0.84 0.12
C 0.01 0.35 0.53
H -1.68 1.30 1.01
H 1.31 1.54 -0.99
H -0.21 -0.37 1.35
H 2.99 -0.83 -0.70
H 0.59 1.20 0.96
H 1.90 -1.91 0.15
H -3.90 -1.46 -0.60
H 2.60 -0.74 1.00
H -1.52 1.61 -0.69
```

energy relative to the best compared isomer or geometry (same formula, charge and spin)	4.257	eV
charge	+2
Kohn-Sham gap	10.7	eV
total energy	-9751.8645	eV
SMILES	C#[N+]CCN([NH3+])O
largest force on an atom	7.930	eV/Å

Atomic partial charges in e from the Mulliken method, atoms 1 to 2: O -0.328; N -0.031